No. 1
The following is a DFT calculation (ωB97M-V/def2-TZVPD) of a molecular structure, C3H2O3S.

As for the frontier orbital gap: 10.252 eV. For the HOMO energy, the calculation gives -10.969 eV.

Atoms and positions in Å:
C 0.35599 1.11036 -0.12249
C -0.79468 1.85846 0.06447
C 1.20079 -0.04180 -0.02975
O -1.90555 -0.41719 -1.25885
O -1.59087 -0.60828 1.18277
O 0.28178 -1.12497 -0.28130
S -1.09089 -0.25603 -0.09064
H 2.16915 -0.21129 -0.52492
H 1.37428 -0.30925 1.06072

No. 2
The following is a DFT calculation (ωB97M-V/def2-TZVPD) of a molecular structure, C22H28CeN4O4S.

As for the frontier orbital gap (alpha / beta): 6.610 / 6.616 eV. The net charge is +1. For the HOMO energy (alpha / beta), the calculation gives -10.495 / -10.495 eV. Its spin multiplicity is 2. Its expectation value of S² is 0.75.

Atoms and positions in Å:
Ce 0.00000 0.00000 0.00000
N 6.87563 0.59891 3.00328
C 5.64150 1.23767 2.79309
C 4.88131 1.67512 3.88474
C 3.61159 2.22770 3.69534
C 3.08629 2.29790 2.40664
C 3.80147 1.80550 1.31389
C 5.06659 1.25067 1.51706
S 1.46368 3.06960 2.10018
O 1.85938 4.11331 1.15186
O 1.09985 3.55100 3.43315
N 0.56007 1.87683 1.52662
C -0.72233 2.33853 0.57613
N -1.47432 1.79253 -0.81672
C -2.51965 2.48650 -1.25306
C -2.98347 3.59335 -0.58536
C -2.34369 3.97967 0.58820
N -1.27886 3.39227 1.18245
H 7.34689 0.93875 3.83529
H 7.47116 0.63456 2.18227
H 5.27550 1.60609 4.89373
H 3.04256 2.60214 4.54084
H 3.37211 1.86079 0.31734
H 5.60369 0.84683 0.66472
H -2.97870 2.13139 -2.16635
H -3.82840 4.15568 -0.95834
H -2.70124 4.85354 1.12888
C 4.30017 0.08180 -1.78905
C 3.17219 -0.20730 -0.83339
O 2.02571 0.16593 -1.07433
C 3.46388 -0.96002 0.42328
C 2.40589 -1.22284 1.30464
C 2.63162 -1.92311 2.49114
C 3.91521 -2.36516 2.80492
C 4.97329 -2.10820 1.93417
C 4.75136 -1.40728 0.74515
H 3.90989 0.63649 -2.64818
H 4.73331 -0.85152 -2.15779
H 5.05918 0.70076 -1.30361
H 1.39873 -0.88236 1.07008
H 1.80480 -2.12228 3.16846
H 4.09068 -2.91063 3.72912
H 5.97393 -2.45476 2.18221
H 5.59861 -1.22519 0.09093
C -1.93832 -3.58263 -0.87253
C -1.91802 -2.06974 -0.99899
O -0.68224 -1.60055 -1.53360
C -0.57646 -1.76542 -2.94542
C 0.72320 -1.13160 -3.40215
H -2.83745 -3.91241 -0.34387
H -1.05692 -3.93687 -0.32842
H -1.92606 -4.06427 -1.85482
H -2.01760 -1.63112 -0.00056
H -2.76050 -1.70825 -1.59915
H -1.42073 -1.27603 -3.44310
H -0.57388 -2.82894 -3.20239
H 0.74418 -0.06738 -3.14473
H 0.84924 -1.23566 -4.48341
H 1.57732 -1.59791 -2.89997
H -0.46087 -1.36433 1.62891

No. 3
The following is a DFT calculation (ωB97M-V/def2-TZVPD) of a molecular structure, C38H53IrN2O3.

As for the frontier orbital gap (alpha / beta): 5.466 / 5.637 eV. The net charge is +1. For the HOMO energy (alpha / beta), the calculation gives -10.066 / -10.194 eV. Its spin multiplicity is 2. Its expectation value of S² is 0.80.

Atoms and positions in Å:
Ir -1.32502 1.31076 -0.66770
C 5.18509 -1.64395 -0.22443
C 4.34595 -2.01003 -1.45802
C 3.76219 -3.41709 -1.27022
C 5.26003 -2.02981 -2.68565
C 3.21729 -0.98239 -1.59386
C 2.17662 -0.99144 -0.72836
C 1.14203 -0.01320 -0.85340
N 0.04785 0.12680 -0.08131
C -0.19989 -0.42060 1.13899
C 0.77656 -1.02575 1.98967
C 0.38953 -1.56904 3.16679
C -1.00768 -1.51795 3.51356
C -1.98152 -0.89308 2.79454
C -1.55435 -0.24804 1.57825
O -2.36182 0.47357 0.86944
C -3.43431 -0.81046 3.26714
C -3.66917 -1.67825 4.50397
C -4.38723 -1.29711 2.16408
C -3.76299 0.64831 3.62527
C 1.35631 -2.24236 4.13378
C 2.79990 -2.16227 3.63933
C 1.27154 -1.56620 5.50946
C 0.96606 -3.72267 4.26557
C 1.15520 0.93825 -1.94039
O 0.15669 1.72674 -2.08325
C 2.28227 0.96867 -2.83724
C 3.24656 0.03245 -2.62061
C 2.34160 1.98191 -3.97973
C 3.63467 1.83996 -4.78244
C 2.28659 3.41099 -3.41477
C 1.15906 1.75280 -4.93670
H 5.98342 -2.37539 -0.07994
H 4.57017 -1.62801 0.67856
H 5.64415 -0.65948 -0.33848
H 4.56685 -4.15419 -1.28051
H 3.06329 -3.66665 -2.07111
H 3.23939 -3.52281 -0.31752
H 6.00888 -2.81303 -2.56217
H 5.79799 -1.08867 -2.81449
H 4.70628 -2.24184 -3.60365
H 2.09722 -1.76829 0.01596
H 1.81938 -0.98161 1.72097
H -1.29106 -1.98922 4.44467
H -3.40695 -2.72309 4.32291
H -4.72786 -1.64405 4.76459
H -3.11014 -1.32243 5.37250
H -4.15562 -2.32427 1.87198
H -4.33307 -0.66283 1.28366
H -5.41309 -1.27732 2.53724
H -3.10115 1.01126 4.41490
H -4.79166 0.71826 3.98692
H -3.66137 1.30059 2.75743
H 3.13638 -1.12844 3.52774
H 2.93094 -2.67749 2.68339
H 3.45740 -2.64675 4.36230
H 1.52218 -0.50544 5.43987
H 1.97469 -2.03606 6.19989
H 0.27599 -1.65145 5.94812
H 0.98585 -4.21990 3.29333
H -0.03337 -3.84465 4.68737
H 1.66840 -4.23579 4.92560
H 4.09093 0.02159 -3.29234
H 4.52104 1.99611 -4.16265
H 3.64577 2.59622 -5.56834
H 3.71511 0.86345 -5.26622
H 3.11198 3.58443 -2.71994
H 1.34972 3.60457 -2.89650
H 2.37971 4.12918 -4.23194
H 1.14893 0.72360 -5.30418
H 1.25222 2.41712 -5.79826
H 0.20854 1.96049 -4.44891
N -3.87751 4.24328 0.70255
C -2.83221 3.57021 0.23374
O -3.01740 2.60216 -0.53885
C -1.43382 3.95962 0.59544
C -0.52944 2.71828 0.63621
H -4.80548 3.98070 0.41197
H -3.75678 5.04200 1.29933
H -1.40174 4.54618 1.51571
H -1.11275 4.61927 -0.21737
H -0.49573 2.26970 1.63240
H 0.48502 3.00369 0.35556
C -1.95178 -0.46048 -1.95430
C -3.06552 0.29802 -2.41049
C -4.32878 0.20557 -1.76513
C -5.42576 0.83896 -2.29326
C -5.30556 1.59949 -3.46028
C -4.06961 1.72643 -4.09828
C -2.96120 1.09664 -3.58414
H -1.13570 -0.62864 -2.65074
H -2.14487 -1.28541 -1.27518
H -4.40686 -0.38432 -0.86158
H -6.38915 0.74493 -1.80942
H -6.17697 2.08893 -3.87541
H -3.98784 2.31182 -5.00490
H -1.99560 1.18573 -4.06808

No. 4
The following is a DFT calculation (ωB97M-V/def2-TZVPD) of a molecular structure, C3H3HgLiO3.

As for the frontier orbital gap (alpha / beta): 3.171 / 4.939 eV. The net charge is -1. For the HOMO energy (alpha / beta), the calculation gives -1.889 / -3.663 eV. Its spin multiplicity is 2. Its expectation value of S² is 0.76.

Atoms and positions in Å:
H -1.60412 0.10386 0.69907
C 0.22703 -1.49195 0.06308
C -0.26057 -0.13482 0.04695
O -0.37078 0.40302 -1.27379
C -0.08739 1.68013 -1.55477
O 0.36444 2.39429 -0.62293
O 0.31419 -2.07661 1.29284
H -0.37653 -2.10362 -0.65010
H 0.19682 0.53820 0.78382
Li 0.39797 3.54737 -2.09578
Hg 1.19896 -2.85988 3.31160

Total energy values (in eV) by entry order: -20114.264, -61172.133, -52223.262, -13678.907.
Energy relative to the best compared isomer or geometry (same formula, charge and spin) values (in eV) by entry order: 7.231, 0.000, 0.453, 0.000.